# 1
{"formula": "C10H11AsCl7HfOTe", "method": "the ωB97M-V functional and the def2-TZVPD basis", "homo_ev": -11.20, "orbital_gap_ha": 0.2516, "charge": 1, "e_above_lowest_ev": 0.000, "multiplicity": 1, "species": ["Hf", "Cl", "C", "C", "Cl", "C", "Cl", "C", "O", "C", "Cl", "C", "Cl", "C", "As", "C", "C", "H", "H", "H", "H", "H", "H", "H", "H", "H", "Cl", "C", "Cl", "H", "H", "Te"], "coordinates": [[2.079, -0.489, -0.801], [-4.079, -4.352, -0.039], [-2.618, -3.482, 0.137], [-1.834, -3.215, -0.984], [-2.307, -3.719, -2.549], [-0.651, -2.516, -0.803], [0.367, -2.125, -2.191], [-0.206, -2.080, 0.438], [0.958, -1.443, 0.541], [-1.014, -2.327, 1.548], [-0.499, -1.725, 3.066], [-2.207, -3.031, 1.399], [-3.180, -3.339, 2.768], [0.331, 3.267, -0.331], [0.079, 1.440, -0.901], [-1.763, 1.057, -0.430], [-0.070, 1.666, -2.833], [-0.360, 3.886, -0.902], [1.359, 3.562, -0.530], [0.118, 3.361, 0.732], [-2.371, 1.900, -0.756], [-1.868, 0.922, 0.645], [-2.090, 0.150, -0.937], [-1.093, 1.946, -3.084], [0.192, 0.756, -3.368], [0.618, 2.451, -3.140], [2.655, 0.561, 1.829], [3.819, 1.331, 2.994], [3.251, 1.118, 4.623], [3.853, 2.382, 2.734], [4.771, 0.836, 2.851], [3.758, 1.252, -1.726]], "forces_ev_per_a": [[0.12, 1.39, 0.05], [-0.01, 0.00, 0.00], [0.01, 0.00, 0.02], [-0.02, 0.01, -0.03], [0.00, 0.00, 0.00], [-0.05, -0.02, -0.01], [0.27, 0.16, 0.12], [0.06, -0.06, 0.06], [-0.21, -0.48, 0.38], [-0.03, -0.02, -0.03], [0.01, -0.02, 0.00], [0.00, 0.02, -0.03], [0.00, 0.00, 0.01], [0.05, -0.07, 0.19], [0.24, -0.13, -0.75], [0.10, -0.11, 0.18], [-0.07, 0.08, 0.01], [0.00, 0.01, 0.02], [-0.01, -0.02, -0.03], [0.01, 0.01, 0.01], [-0.02, -0.02, 0.00], [0.00, 0.01, 0.01], [0.00, 0.02, -0.02], [0.01, 0.03, 0.00], [-0.02, -0.01, 0.03], [0.01, -0.02, 0.01], [-0.57, -0.33, 0.28], [0.26, 0.08, -0.25], [-0.01, -0.01, -0.03], [0.01, 0.00, 0.00], [0.00, 0.00, -0.01], [-0.15, -0.47, -0.19]]}

---

# 2
{"formula": "C33H39BF5N6NiS3", "method": "the ωB97M-V functional and the def2-TZVPD basis", "homo_ev": -10.92, "orbital_gap_ha": 0.2666, "charge": 1, "e_above_lowest_ev": 0.000, "multiplicity": 1, "species": ["Ni", "C", "C", "C", "C", "N", "N", "B", "N", "N", "C", "C", "C", "C", "C", "S", "C", "C", "C", "C", "N", "N", "C", "C", "C", "C", "C", "S", "C", "C", "C", "C", "C", "S", "C", "C", "C", "C", "H", "H", "H", "H", "H", "H", "H", "H", "H", "H", "H", "H", "H", "H", "H", "H", "H", "H", "H", "H", "H", "H", "H", "H", "H", "H", "H", "H", "H", "H", "H", "H", "H", "H", "H", "H", "H", "H", "H", "F", "C", "C", "C", "F", "C", "F", "C", "F", "C", "F"], "coordinates": [[-0.028, 0.314, 0.337], [0.017, 3.466, -3.591], [-1.012, 2.454, -3.209], [-2.312, 2.496, -3.624], [-3.246, 1.544, -3.160], [-2.879, 0.552, -2.383], [-1.609, 0.485, -2.002], [-1.125, -0.644, -1.056], [-0.071, -1.575, -1.732], [-0.579, -2.075, -2.871], [0.161, -2.859, -3.606], [1.456, -3.241, -3.172], [1.969, -2.759, -2.009], [3.329, -3.118, -1.511], [1.168, -1.830, -1.277], [1.798, -1.032, 0.082], [-0.453, -3.321, -4.921], [-0.898, -2.081, -5.709], [-1.670, -4.196, -4.606], [0.543, -4.120, -5.760], [-2.213, -1.519, -0.365], [-3.239, -1.979, -1.093], [-4.077, -2.815, -0.535], [-3.889, -3.265, 0.794], [-2.863, -2.794, 1.550], [-2.629, -3.198, 2.967], [-2.010, -1.845, 0.929], [-0.723, -1.152, 1.805], [-5.263, -3.273, -1.383], [-6.089, -4.346, -0.674], [-6.155, -2.058, -1.653], [-4.747, -3.828, -2.712], [-0.690, 1.431, -2.294], [0.803, 1.334, -1.444], [-4.723, 1.581, -3.525], [-5.024, 0.345, -4.386], [-5.543, 1.573, -2.226], [-5.083, 2.837, -4.319], [-0.391, 4.189, -4.293], [0.884, 2.984, -4.046], [0.374, 3.992, -2.703], [-2.640, 3.297, -4.271], [2.044, -3.920, -3.771], [3.797, -3.851, -2.165], [3.272, -3.527, -0.501], [3.962, -2.231, -1.462], [-1.627, -1.502, -5.141], [-1.357, -2.389, -6.649], [-0.047, -1.437, -5.942], [-2.395, -3.639, -4.018], [-1.381, -5.087, -4.045], [-2.144, -4.519, -5.534], [1.433, -3.537, -6.007], [0.068, -4.405, -6.699], [0.854, -5.041, -5.262], [-4.585, -3.970, 1.225], [-3.380, -3.915, 3.291], [-2.665, -2.324, 3.621], [-1.641, -3.645, 3.084], [-6.511, -3.988, 0.267], [-5.511, -5.252, -0.480], [-6.925, -4.625, -1.315], [-6.555, -1.644, -0.724], [-6.996, -2.350, -2.284], [-5.592, -1.279, -2.158], [-4.063, -4.665, -2.558], [-4.227, -3.050, -3.268], [-5.586, -4.180, -3.314], [-4.692, -0.569, -3.896], [-4.517, 0.415, -5.351], [-6.097, 0.274, -4.574], [-5.207, 0.797, -1.542], [-6.597, 1.405, -2.454], [-5.460, 2.534, -1.714], [-4.573, 2.878, -5.284], [-4.862, 3.750, -3.763], [-6.154, 2.832, -4.522], [-3.427, 0.541, 0.718], [-2.722, 1.688, 0.801], [-1.341, 1.708, 0.670], [-0.781, 2.970, 0.844], [0.558, 3.118, 0.893], [-1.514, 4.129, 1.039], [-0.898, 5.300, 1.187], [-2.894, 4.061, 1.098], [-3.621, 5.155, 1.280], [-3.498, 2.823, 0.989], [-4.825, 2.720, 1.061]], "forces_ev_per_a": [[0.65, -0.11, 0.06], [0.01, 0.00, -0.02], [-0.06, 0.02, -0.06], [0.09, 0.06, 0.04], [-0.01, -0.06, 0.05], [-0.08, -0.01, -0.13], [0.21, 0.24, 0.08], [-0.22, -0.18, -0.07], [-0.04, 0.07, -0.14], [0.04, 0.02, -0.08], [-0.03, 0.04, 0.02], [0.00, -0.03, 0.06], [-0.03, 0.00, -0.06], [0.03, -0.01, 0.00], [0.08, 0.02, 0.02], [-0.19, -0.03, -0.01], [0.01, 0.01, -0.02], [-0.03, 0.00, 0.00], [0.00, -0.02, 0.01], [0.02, 0.01, -0.02], [0.14, -0.05, 0.39], [0.06, -0.12, -0.09], [0.01, 0.00, -0.04], [-0.03, 0.09, 0.08], [-0.08, 0.03, -0.07], [0.00, -0.03, 0.02], [0.16, 0.13, -0.23], [-0.41, 0.22, 0.14], [0.02, -0.02, 0.00], [0.02, -0.05, -0.01], [-0.03, 0.04, 0.06], [-0.03, 0.05, -0.03], [0.07, -0.36, 0.22], [-0.45, 0.24, -0.22], [-0.02, 0.00, -0.01], [0.00, -0.02, 0.01], [-0.01, -0.02, 0.00], [-0.01, 0.00, -0.03], [0.00, 0.00, 0.01], [0.00, 0.00, 0.01], [0.00, 0.01, -0.01], [0.01, -0.02, -0.03], [0.01, 0.01, 0.00], [0.00, 0.00, 0.00], [0.00, 0.01, 0.00], [0.00, 0.00, 0.01], [0.00, 0.00, 0.00], [0.00, 0.00, 0.00], [0.00, 0.00, 0.01], [0.01, 0.00, -0.01], [0.01, 0.00, 0.00], [0.00, 0.00, 0.00], [0.00, 0.00, 0.01], [0.00, 0.00, 0.00], [-0.01, 0.00, 0.00], [0.02, -0.03, 0.00], [0.00, 0.00, 0.00], [0.00, -0.01, 0.00], [0.00, 0.01, 0.00], [-0.02, 0.01, -0.01], [0.01, 0.01, 0.01], [0.00, 0.00, 0.00], [0.00, -0.01, 0.00], [0.00, 0.00, 0.00], [0.00, 0.01, 0.00], [-0.01, 0.00, 0.01], [0.00, 0.00, 0.00], [0.00, 0.00, 0.00], [0.00, 0.01, 0.01], [0.01, 0.00, 0.01], [0.00, 0.00, 0.00], [0.00, -0.02, -0.01], [0.00, 0.02, -0.01], [0.02, -0.01, 0.01], [0.00, 0.00, 0.00], [0.00, 0.00, 0.00], [0.00, 0.00, 0.01], [0.08, -0.02, -0.03], [-0.09, -0.02, -0.17], [-0.06, 0.01, 0.12], [0.09, -0.01, 0.16], [0.00, -0.08, -0.04], [0.00, 0.00, 0.01], [-0.01, 0.00, 0.00], [0.03, -0.07, 0.00], [0.00, 0.00, 0.00], [0.02, 0.02, -0.01], [0.01, 0.01, 0.01]]}

---

# 3
{"formula": "C2H6NOS", "method": "the ωB97M-V functional and the def2-TZVPD basis", "homo_ev": -3.01, "orbital_gap_ha": 0.2622, "charge": -1, "e_above_lowest_ev": 1.696, "multiplicity": 1, "species": ["C", "S", "H", "H", "H", "C", "N", "O", "H", "H", "H"], "coordinates": [[1.688, -1.288, 0.133], [1.214, -0.808, -1.639], [1.125, -2.117, 0.565], [2.724, -1.621, 0.259], [1.443, -0.433, 0.770], [-1.546, 0.895, 0.516], [-1.221, 1.127, -0.819], [-2.531, 1.450, 1.101], [-0.776, 0.414, 1.175], [-0.235, 0.608, -0.932], [-1.885, 1.772, -1.130]], "forces_ev_per_a": [[-0.43, 0.11, -0.54], [0.29, -0.31, 1.38], [-0.43, -0.14, -0.39], [0.09, 0.54, -0.20], [0.51, -0.03, 0.09], [-1.33, 2.98, 0.33], [1.63, -3.24, 5.33], [1.89, -1.66, -1.40], [-0.51, -0.32, -0.94], [-1.31, 0.94, -2.00], [-0.41, 1.12, -1.66]]}